Computed, not measured: a structure of composition C20H15BF9N5O7PS3Sn, with ωB97M-V/def2-TZVPD.

## Properties
Orbital gap (spin up / spin down) = 8.365 / 5.510 eV
2S+1 = 2
Energy above the lowest of the compared OMol25 structures with the same formula, charge and spin = 0.00 kcal per mole
<S²> = 0.761
Electronic energy = -115537.833 eV

Positions of all 62 atoms, in Å:
1 Sn -0.1728 0.5788 0.1091
2 F 2.2281 2.5722 3.1712
3 B 1.3357 2.0258 2.3321
4 F 1.4522 0.6258 2.2877
5 N -1.9168 -0.8883 1.9111
6 C -1.7252 -2.2802 1.9103
7 C -1.8262 -2.9828 0.7026
8 C -1.5664 -4.3301 0.6545
9 C -1.2213 -5.0282 1.8210
10 C -1.2211 -4.3462 3.0445
11 C -1.4384 -2.9858 3.0824
12 S -2.1024 -7.5204 1.3191
13 O -3.2511 -7.2608 2.1621
14 O -1.4283 -8.7845 1.4661
15 O -0.8868 -6.3161 1.7552
16 H -2.0331 -0.4935 2.8425
17 H -2.6647 -0.5934 1.2830
18 H -2.1206 -2.4610 -0.1938
19 H -1.6644 -4.8743 -0.2711
20 H -1.0210 -4.9024 3.9457
21 H -1.4050 -2.4720 4.0322
22 S -1.6547 4.5125 3.2534
23 C -0.7131 3.3375 2.8979
24 N -0.1048 2.3456 2.5957
25 F -2.4334 -0.0038 -1.1972
26 P -1.8428 -0.5008 -2.6818
27 F -0.7282 -1.3694 -1.8150
28 F -1.1557 -0.9634 -4.0297
29 F -2.8748 0.4539 -3.4050
30 F -0.7654 0.7706 -2.5771
31 F -2.8350 -1.7348 -2.6316
32 S 3.4868 -0.8348 -3.3086
33 C 2.2506 0.1502 -2.6327
34 N 1.9095 -0.1019 -1.4113
35 C 2.6286 -1.1591 -0.9044
36 C 2.4743 -1.7274 0.3610
37 C 3.2981 -2.7668 0.7290
38 C 4.2521 -3.2684 -0.1572
39 C 4.3985 -2.7492 -1.4270
40 C 3.5773 -1.6933 -1.7975
41 H 1.7873 0.9112 -3.2331
42 H 1.7125 -1.3501 1.0341
43 H 3.2124 -3.2008 1.7133
44 H 4.8730 -4.0929 0.1490
45 H 5.1293 -3.1433 -2.1150
46 F -0.9920 7.7893 -2.3584
47 C -1.0394 6.5468 -1.8725
48 C 0.0781 5.7975 -1.8124
49 N 0.0595 4.5161 -1.3341
50 C 1.2813 3.7842 -1.0763
51 C 1.3996 3.6556 0.4669
52 O 1.2518 4.6219 1.1611
53 O 1.5866 2.4213 0.8514
54 C -1.1012 3.9611 -0.8656
55 O -1.1354 2.8301 -0.3793
56 N -2.2207 4.7145 -0.9757
57 C -2.3337 6.0464 -1.4133
58 O -3.3870 6.6174 -1.3888
59 H 1.0315 6.1801 -2.1446
60 H 2.1322 4.3476 -1.4592
61 H 1.2350 2.7850 -1.5337
62 H -3.0791 4.2809 -0.6418

=====

Computed, not measured: a cluster of 2 separate species, C3H5ClO2 in total, with ωB97M-V/def2-TZVPD.

## Properties
Orbital gap (spin up / spin down) = 9.271 / 9.268 eV
Energy above the lowest of the compared OMol25 structures with the same formula, charge and spin = 146.05 kcal per mole
Electronic energy = -19803.499 eV

Positions of all 11 atoms, in Å:
1 C -1.4023 -0.0291 1.0270
2 C -0.9491 0.1241 -0.2025
3 C 0.2779 0.8111 -0.4740
4 O 1.9809 -1.2148 0.1834
5 O 1.1245 -0.8927 -0.8712
6 Cl 0.0652 1.5957 -1.9164
7 H -2.4734 -0.4099 1.2883
8 H -0.8449 0.2216 1.9180
9 H -1.3648 -0.0891 -1.1611
10 H 0.7398 1.2927 0.4251
11 H 2.8462 -1.4096 -0.2167

=====

Computed, not measured: a structure of composition CHO3Rb, with ωB97M-V/def2-TZVPD.

## Properties
Orbital gap = 3.502 eV
Energy above the lowest of the compared OMol25 structures with the same formula, charge and spin = 60.10 kcal per mole
Electronic energy = -7849.435 eV

Positions of all 6 atoms, in Å:
1 Rb 15.5281 -10.8768 -4.6970
2 O 13.2647 -9.8531 -10.3417
3 C 12.5072 -10.9320 -10.0258
4 O 11.9943 -11.6295 -10.9381
5 O 12.4150 -11.2346 -8.8330
6 H 13.4241 -9.5216 -9.4550

=====

Computed, not measured: a structure of composition C30H44BrCaClN2P2, with ωB97M-V/def2-TZVPD.

## Properties
Orbital gap = 7.351 eV
Charge = +2
Electronic energy = -154374.241 eV

Positions of all 81 atoms, in Å:
1 N -5.1547 -0.9704 3.4378
2 C -4.1876 -0.2186 3.9639
3 C -3.3572 0.5948 3.1832
4 C -3.5671 0.6380 1.7829
5 C -4.5939 -0.1769 1.2455
6 C -5.3571 -0.9641 2.1205
7 C -2.7752 1.5093 0.9159
8 Ca -0.3336 0.0770 0.7627
9 P 1.8169 0.5540 -1.0269
10 C -2.6746 1.3484 -0.4516
11 C -1.9428 2.2462 -1.3300
12 C -2.0664 2.0952 -2.7377
13 C -1.4243 2.9674 -3.6058
14 C -0.5650 3.9466 -3.0868
15 C -0.4196 4.1177 -1.7055
16 C -1.0954 3.2635 -0.8256
17 Br 0.4011 5.0710 -4.2772
18 H -2.3793 2.4181 1.3946
19 H -3.2554 0.5680 -0.9615
20 H -2.5821 1.1940 3.6620
21 H -4.8434 -0.1709 0.1839
22 H -4.0804 -0.2288 5.0539
23 H -6.1743 -1.5730 1.7298
24 H -2.6942 1.2866 -3.1258
25 H -0.9787 3.4041 0.2559
26 H -1.5888 2.9003 -4.6748
27 H 0.1947 4.9248 -1.3215
28 P -0.8065 -2.7095 -0.0522
29 C 2.5223 2.1037 -0.3125
30 C 3.2557 3.0528 -1.2518
31 H 3.1813 1.8193 0.5231
32 H 1.6747 2.6433 0.1444
33 H 3.6325 3.9018 -0.6641
34 H 4.1292 2.5871 -1.7233
35 H 2.6076 3.4669 -2.0344
36 C 1.4630 0.9721 -2.7895
37 C 2.6090 0.8538 -3.7848
38 H 1.0276 1.9828 -2.8189
39 H 0.6429 0.2989 -3.0912
40 H 2.2292 1.0894 -4.7888
41 H 3.4163 1.5680 -3.5780
42 H 3.0294 -0.1579 -3.8146
43 C 3.1815 -0.6862 -1.0386
44 C 4.6010 -0.1604 -1.1923
45 H 2.9627 -1.4192 -1.8317
46 H 3.0945 -1.2365 -0.0861
47 H 5.2942 -1.0105 -1.1518
48 H 4.7598 0.3334 -2.1583
49 H 4.8805 0.5345 -0.3928
50 C 0.1850 -4.1220 0.6230
51 C 1.6955 -3.9495 0.5059
52 H -0.1459 -5.0316 0.0904
53 H -0.1078 -4.2276 1.6798
54 H 2.1895 -4.8305 0.9314
55 H 2.0250 -3.8581 -0.5355
56 H 2.0524 -3.0709 1.0595
57 C -0.6614 -3.0615 -1.8616
58 C -1.4867 -2.1317 -2.7499
59 H -0.9612 -4.1118 -2.0119
60 H 0.4085 -2.9799 -2.1093
61 H -1.2891 -2.3633 -3.8038
62 H -2.5643 -2.2564 -2.5871
63 H -1.2379 -1.0713 -2.5948
64 C -2.4927 -3.4033 0.2685
65 C -2.8339 -3.5541 1.7488
66 H -2.5467 -4.3775 -0.2478
67 H -3.2045 -2.7196 -0.2215
68 H -3.8957 -3.8092 1.8501
69 H -2.2525 -4.3512 2.2278
70 H -2.6691 -2.6238 2.3087
71 Cl 1.1443 3.4532 5.2906
72 C 1.5767 2.0413 4.4228
73 C 2.6877 1.2867 4.8113
74 C 3.0095 0.1567 4.0526
75 C 2.2094 -0.1868 2.9600
76 N 1.1336 0.5472 2.5952
77 C 0.8092 1.6599 3.3124
78 H 3.2682 1.5912 5.6756
79 H 3.8739 -0.4630 4.2890
80 H 2.4287 -1.0738 2.3510
81 H -0.0582 2.2425 2.9948